The following is a DFT calculation (wB97M-V/def2-TZVPD) of a structure of composition C16H27Cl2NO3PRuS3.

```
54
Properties=species:S:1:pos:R:3:forces:R:3:lowdin_charge:R:1
Ru -0.962483 -0.434914 -0.684800 -0.2968 -0.0635 0.1479 0.44
C 0.856078 -6.423920 0.687432 -0.0164 0.0041 0.0167 -0.07
C 0.782734 -5.364039 -0.385894 0.0367 -0.0019 -0.0392 -0.27
O -0.433992 -4.587614 -0.254835 -0.0957 -0.0479 -0.0462 -0.31
P -0.410004 -3.156683 0.402810 -0.0044 0.3960 0.0785 -0.06
S -2.190562 -2.231365 0.236687 0.2095 -0.2016 0.0687 0.31
S 0.913609 -1.871706 -0.388873 0.1970 -0.2192 -0.0030 0.35
O -0.055378 -3.523817 1.913057 0.0663 -0.0435 -0.0825 -0.32
C 0.188413 -2.461085 2.871310 -0.0521 -0.0012 -0.0020 -0.28
C 1.656348 -2.412513 3.222115 -0.0173 0.0164 0.0369 -0.08
H 1.772192 -7.003966 0.566961 0.0016 -0.0037 -0.0186 0.08
H 0.006207 -7.101850 0.615420 -0.0073 0.0050 0.0050 0.08
H 0.858573 -5.969471 1.676612 0.0032 -0.0002 0.0038 0.07
H 0.733841 -5.800869 -1.381643 0.0048 0.0005 0.0041 0.12
H 1.643615 -4.692119 -0.356910 -0.0123 -0.0018 0.0200 0.09
H -0.422488 -2.710317 3.737938 -0.0053 0.0210 0.0004 0.12
H -0.157253 -1.509805 2.463932 0.0208 0.0053 0.0091 0.06
H 1.989042 -3.364384 3.636916 0.0084 -0.0085 -0.0140 0.08
H 1.824362 -1.633980 3.968921 -0.0012 -0.0010 -0.0028 0.08
H 2.252668 -2.178994 2.340543 0.0017 -0.0283 -0.0138 0.05
Cl -3.016879 0.849019 -0.954734 0.0613 0.0304 -0.2346 0.71
C -2.809925 1.056335 -2.686265 0.0487 0.0273 -0.1499 -0.55
C -3.762164 1.719717 -3.428115 -0.0228 0.0086 0.0137 -0.11
C -3.527134 1.893621 -4.783753 -0.0463 0.0280 -0.0112 -0.09
C -2.358352 1.407676 -5.354543 0.0195 -0.0066 0.0037 -0.12
C -1.430025 0.732014 -4.584119 -0.1297 0.0460 0.0633 -0.62
Cl 0.010045 0.136728 -5.327127 0.0819 -0.0359 -0.0282 0.68
C -1.629365 0.514076 -3.207613 -0.1460 0.1140 0.0945 -0.46
N -0.712438 -0.185769 -2.446587 0.0181 -0.1214 0.1449 -0.20
H -4.659871 2.096519 -2.956755 -0.0010 0.0096 -0.0069 0.11
H -4.251237 2.412167 -5.396909 -0.0028 -0.0001 0.0077 0.10
H -2.163133 1.545101 -6.409120 0.0027 -0.0027 -0.0008 0.10
C -0.456862 4.763162 -0.542545 0.0192 0.0131 -0.0236 -0.11
C -1.018175 4.337006 0.808075 -0.0121 0.0250 0.0316 -0.30
C -0.104549 3.366672 1.544907 -0.0214 -0.1237 0.0110 -0.33
S 0.009820 1.787242 0.622436 0.2432 0.2415 0.1257 0.83
O -0.305689 0.698951 1.622047 -0.1485 -0.1126 -0.1858 -0.59
C 1.791962 1.710918 0.250500 0.0257 0.0518 0.0587 -0.34
C 2.600625 0.976557 1.311238 -0.0221 -0.0246 -0.0200 -0.30
C 2.716287 1.696295 2.646803 -0.0120 0.0470 0.0119 -0.10
H -1.108170 5.488595 -1.028881 -0.0049 -0.0042 -0.0038 0.07
H -0.354708 3.910978 -1.218739 -0.0067 -0.0071 0.0015 0.06
H 0.528566 5.221732 -0.430720 -0.0035 0.0084 0.0094 0.08
H -2.001321 3.876197 0.679436 0.0098 -0.0069 -0.0214 0.10
H -1.167517 5.212723 1.444415 0.0024 -0.0015 -0.0062 0.11
H -0.513186 3.064975 2.510011 -0.0155 -0.0211 -0.0084 0.09
H 0.887712 3.786608 1.702747 0.0523 -0.0103 -0.0336 0.08
H 2.117975 2.743358 0.100285 0.0278 -0.0215 0.0045 0.09
H 1.852204 1.193874 -0.708022 -0.0374 -0.0318 0.0112 0.07
H 3.593188 0.800014 0.888969 0.0041 0.0199 0.0013 0.12
H 2.148338 -0.005938 1.457453 0.0054 0.0317 -0.0076 0.05
H 3.117230 2.706355 2.529619 0.0087 -0.0014 -0.0094 0.07
H 3.383797 1.153515 3.316692 0.0054 -0.0044 -0.0070 0.07
H 1.747429 1.766418 3.141214 -0.0449 0.0097 -0.0050 0.06
```
Positions in Å, forces in eV/Å.

For the HOMO-LUMO gap (alpha / beta), the calculation gives 6.9 / 7.3 eV. The HOMO energy (alpha / beta) is -6.9 / -7.4 eV. The spin multiplicity is 2. The LUMO energy (alpha / beta) is 0.01 / -0.08 eV.

The following is a DFT calculation (wB97M-V/def2-TZVPD) of a cluster of 2 separate species, C16H27FNO5P in total at a distorted geometry.

```
51
Properties=species:S:1:pos:R:3:forces:R:3:lowdin_charge:R:1
C 2.999792 0.412803 -2.835398 0.2209 -0.0169 0.1738 -0.08
C 1.537601 0.650235 -2.514479 0.0223 -0.5282 -0.0297 -0.22
O 1.072888 -0.684106 -2.032324 -0.3530 0.9897 0.0638 -0.21
P -0.419507 -1.117952 -2.306047 -0.4433 -0.2604 -0.6998 0.54
C -1.452421 -0.352762 -0.976838 0.2503 -1.6450 1.2777 -0.23
C -2.816943 0.160243 -1.372232 0.4425 1.0177 0.3225 -0.46
O -3.859259 -0.138668 -0.836152 0.7907 -0.1028 -0.7765 0.13
O -2.625620 1.098257 -2.322349 -0.4402 -1.0622 0.3738 -0.01
C -3.820471 1.353412 -3.045430 -0.9420 0.8393 -0.4638 -0.22
C -4.248640 0.168473 -3.899246 0.2869 -0.3531 0.2428 -0.06
O -0.949962 -0.809729 -3.651084 0.2935 -0.5081 0.4976 -0.24
O -0.350288 -2.645304 -1.844904 -0.1569 0.3694 -0.4474 -0.21
C -1.236104 -3.611947 -2.481567 0.1946 0.2458 -0.1507 -0.26
C -0.634517 -4.975224 -2.234601 0.0263 0.1921 0.0054 -0.08
H 3.407742 1.167546 -3.521759 -0.1498 -0.1653 0.2448 0.08
H 3.574777 0.420785 -1.899138 0.0040 -0.0211 -0.3333 0.07
H 3.100583 -0.586171 -3.283701 0.0280 0.4160 -0.0017 0.09
H 1.396742 1.401880 -1.717406 -0.0778 -0.5281 -0.3177 0.12
H 0.961654 0.941923 -3.406194 0.0714 -0.2529 0.3680 0.12
H -1.601164 -1.101896 -0.156614 0.1671 0.5685 -0.6183 0.15
H -4.591173 1.580419 -2.296404 0.0090 0.2050 -0.4370 0.12
H -3.604563 2.230099 -3.670713 -0.1012 -0.2052 0.3033 0.13
H -5.104578 0.435146 -4.529847 0.2127 0.0085 0.1239 0.08
H -3.405247 -0.175024 -4.519831 -0.3610 0.1355 0.1769 0.08
H -4.556533 -0.649743 -3.227426 0.0697 0.1933 -0.4128 0.08
H -2.239888 -3.514226 -2.045037 0.2221 -0.0318 -0.0526 0.12
H -1.286150 -3.364719 -3.552256 -0.0790 -0.1550 0.3223 0.11
H -1.304474 -5.732044 -2.635752 0.0108 -0.1581 0.0098 0.08
H 0.335869 -5.049138 -2.736294 -0.1647 -0.0398 0.1267 0.08
H -0.497683 -5.137311 -1.160391 -0.0332 -0.0387 -0.2068 0.08
C -1.180845 1.804290 3.403840 -0.1206 -0.3800 0.1878 -0.04
C 0.237160 1.434395 3.748505 1.3013 0.2795 1.1999 -0.32
N 0.840695 0.433382 3.099252 -0.9884 0.6821 -1.9761 0.13
F -0.678158 0.663927 -0.475476 0.0150 0.9215 0.3797 -0.01
C 2.162141 0.366680 2.976881 0.6352 0.8488 1.2928 -0.32
C 2.727178 -0.375562 1.789556 0.0283 -0.2854 0.1557 -0.03
C 2.970042 1.069140 3.906761 -0.5453 -0.1948 -0.1648 0.00
C 2.348913 1.897128 4.850581 -0.1203 -0.2714 0.1135 -0.26
C 3.156990 2.474530 5.998685 0.0643 0.2503 0.0983 -0.06
C 0.974081 2.153333 4.717423 0.3699 -0.4528 -0.3154 0.00
H -1.629534 2.469844 4.145259 0.1823 -0.0708 0.0327 0.07
H -1.216875 2.331502 2.437466 0.0865 -0.3602 0.2171 0.08
H -1.786792 0.896330 3.354296 -0.0295 0.1314 -0.2315 0.08
H 3.812690 -0.503493 1.874544 -0.1964 0.1080 -0.0017 0.07
H 2.276589 -1.372015 1.714177 -0.0153 0.2381 -0.1149 0.08
H 2.508777 0.184090 0.855749 0.0243 -0.3254 0.5649 0.08
H 4.051220 0.946087 3.965437 -0.2003 -0.0378 -0.2813 0.11
H 2.537609 3.085171 6.664032 0.0118 -0.0787 -0.1876 0.07
H 3.617307 1.699029 6.629562 -0.2329 0.0240 -0.3380 0.08
H 3.983826 3.110967 5.654923 -0.2160 -0.1431 -0.0819 0.08
H 0.504547 2.856001 5.399957 -0.0742 0.0084 -0.2342 0.11
```
Positions in Å, forces in eV/Å.

For the HOMO-LUMO gap, the calculation gives 9.7 eV. The HOMO energy is -8.8 eV. The spin multiplicity is 1. The LUMO energy is 0.86 eV. The SMILES is CCOC(=O)[C@H](F)P(=O)(OCC)OCC.Cc1cc(C)nc(C)c1.

The following is a DFT calculation (wB97M-V/def2-TZVPD) of an isolated molecule of C16H27N3O3S at a distorted geometry.

```
50
Properties=species:S:1:pos:R:3:forces:R:3:lowdin_charge:R:1
C 5.482350 0.340090 -1.548859 0.0412 -0.0414 0.0160 0.03
C 5.181333 0.035904 -0.296020 0.1265 0.1750 0.0419 -0.44
C 4.351472 -1.171518 0.035618 -0.5731 0.0463 -0.1819 -0.41
H 4.815186 -2.089442 -0.326560 -0.0627 -0.0234 0.0630 0.08
H 4.159698 -1.244061 1.103807 0.0884 -0.0941 0.0048 0.08
S 2.713183 -1.150734 -0.791150 0.1523 -0.5265 -0.2690 1.00
C 1.971167 0.088341 0.142503 0.3398 0.2668 0.6357 -0.68
N 2.436751 0.689865 1.193788 0.6464 -1.0886 -0.7507 0.05
N 1.485830 1.569868 1.579219 -1.1689 0.9441 0.2468 0.10
C 0.495697 1.460530 0.759091 0.3454 0.3187 0.6724 -0.34
C -0.782253 2.204798 0.780141 -0.1140 -0.1884 -0.3714 -0.10
H -1.528678 1.590778 1.290984 -0.0235 0.0816 0.0502 0.11
H -0.626061 3.114162 1.362780 0.0286 -0.0739 0.0305 0.13
C -1.258623 2.521000 -0.639277 -0.1272 0.2165 0.1228 -0.19
C -2.444463 3.482392 -0.665015 0.0120 -0.1754 0.1169 -0.20
C -3.702239 2.983445 0.048972 0.0173 -0.0081 -0.2885 -0.19
H -3.515669 2.898814 1.120861 -0.0812 0.0347 0.0925 0.11
H -4.481496 3.735981 -0.085828 -0.0236 0.0177 0.0876 0.11
C -4.225819 1.638483 -0.473319 -0.0468 0.2246 0.0013 -0.17
N -3.718712 0.514477 0.279850 -0.1227 -0.0201 0.2803 0.08
C -3.033032 -0.513525 -0.281002 -0.1929 0.1626 0.3237 -0.57
O -2.618692 -0.511664 -1.414779 0.1822 -0.1538 -0.3851 0.08
O -2.884967 -1.488908 0.633519 -0.0425 -0.0181 0.1419 0.03
C -2.164111 -2.703917 0.310337 0.3446 -0.5327 -0.1879 -0.57
C -0.699731 -2.383139 0.019282 -0.3058 0.1272 0.0202 -0.03
H -0.152068 -3.299020 -0.182922 0.0605 -0.1299 0.0181 0.09
H -0.621290 -1.730108 -0.845748 0.0423 -0.0032 -0.0309 0.07
H -0.250982 -1.889377 0.879138 0.0869 0.0258 0.0863 0.09
C -2.817045 -3.415575 -0.873738 0.0173 0.2941 0.1060 -0.02
H -2.328492 -4.371755 -1.038172 0.0433 -0.1337 0.0217 0.09
H -2.725143 -2.811822 -1.772042 -0.0038 -0.0545 -0.0477 0.08
H -3.872245 -3.587842 -0.670874 -0.0989 -0.0638 0.0199 0.09
C -2.284930 -3.553019 1.576669 -0.0683 0.3763 -0.2703 -0.02
H -1.754910 -4.491332 1.444276 0.0632 -0.1048 -0.0245 0.09
H -1.859930 -3.021661 2.424301 0.0696 0.0314 0.0996 0.09
H -3.330338 -3.761669 1.788792 -0.1100 -0.0584 0.0267 0.09
H -4.062867 0.374753 1.216739 0.0488 -0.0713 -0.0877 0.15
H -5.320829 1.627590 -0.427059 0.1060 -0.0143 -0.0829 0.12
H -3.922424 1.485124 -1.510846 -0.1113 0.0147 0.0417 0.13
H -2.145564 4.430415 -0.210292 0.0129 0.0737 -0.0763 0.11
H -2.694463 3.682118 -1.709185 -0.0214 0.0883 -0.0227 0.11
H -0.436427 2.980737 -1.193165 0.0177 -0.0635 -0.0391 0.12
H -1.517455 1.591335 -1.146300 0.0633 -0.0048 -0.0779 0.09
O 0.740760 0.525296 -0.194601 0.0088 -0.0780 -0.1677 0.06
C 5.617485 0.846838 0.881387 0.0513 0.0973 -0.0469 -0.07
H 4.738128 1.189562 1.425352 0.0644 -0.0072 0.0633 0.06
H 6.205696 1.703832 0.566330 0.1000 0.0710 0.0073 0.08
H 6.215293 0.236987 1.558005 0.0832 -0.0239 0.1126 0.08
H 6.076079 1.202607 -1.795448 0.1408 0.2037 0.0147 0.06
H 5.134425 -0.256609 -2.375739 -0.1062 -0.1363 -0.1570 0.06
```
Positions in Å, forces in eV/Å.

For the HOMO-LUMO gap, the calculation gives 9.2 eV. The HOMO energy is -8.5 eV. As for the energy above the lowest of the compared OMol25 structures with the same formula, charge and spin: 1.9941 eV. The spin multiplicity is 1. The LUMO energy is 0.69 eV. The SMILES is C=C(C)CSc1nnc(CCCCCNC(=O)OC(C)(C)C)o1.

The following is a DFT calculation (wB97M-V/def2-TZVPD) of a structure of composition C16H27N3S4Sn at a distorted geometry.

```
51
Properties=species:S:1:pos:R:3:forces:R:3:lowdin_charge:R:1
Sn -0.144793 -0.048640 0.028030 0.2739 -0.6584 0.7223 1.26
S -1.124450 2.416673 -0.278326 -0.3104 0.5303 -0.4586 0.77
S -0.864317 -2.858787 -0.276024 -0.3216 -0.1797 -0.3097 0.72
C -2.938748 2.328735 -0.405784 0.0046 0.0226 0.0664 -0.32
C -0.623226 2.366215 -2.052584 -0.2001 0.7928 0.1692 -0.42
C -0.961435 1.142473 -2.891704 0.1828 -0.0224 -0.3344 -0.24
N -0.260209 -0.089080 -2.423633 0.0787 0.2114 -0.9168 -0.22
C -0.860003 -1.397911 -2.850014 0.2721 0.1769 -0.1228 -0.24
C -0.359743 -2.587611 -2.030405 -0.2486 -0.7641 0.1064 -0.46
H 0.446191 2.606514 -2.070314 -0.2537 -0.2254 0.0954 0.05
H -1.115534 3.256622 -2.464412 0.0771 -0.2618 -0.1727 0.10
H -0.617181 1.384816 -3.911131 -0.4077 -0.0675 0.1609 0.14
H -2.049978 0.996048 -2.926459 0.3445 -0.1846 0.0237 0.12
H -0.538689 -1.602016 -3.886894 -0.4217 0.0368 0.2721 0.14
H -1.958651 -1.328519 -2.829330 0.4351 0.0720 -0.0505 0.11
H 0.737006 -2.643409 -2.017599 -0.2121 0.0415 -0.0209 0.09
H -0.719363 -3.508654 -2.506532 0.2422 0.3005 -0.2502 0.09
C -2.651888 -2.552289 -0.381890 -0.0280 -0.3818 0.0782 -0.36
H 0.681348 -0.053043 -2.837211 -0.3817 -0.0937 0.3101 0.12
H -2.855032 -1.662677 -0.973129 -0.1092 0.1138 0.0510 0.02
H -3.062256 -2.420326 0.626377 0.2533 -0.0419 -0.2860 0.03
H -3.152720 -3.414070 -0.832064 0.0949 0.1867 -0.0214 0.06
H -3.330689 2.282282 0.620979 0.1649 -0.0491 -0.3694 0.06
H -3.246857 1.442352 -0.974669 -0.0209 0.2833 0.2078 0.04
H -3.308247 3.252387 -0.872790 0.1487 -0.3545 0.0721 0.07
C 5.381122 0.118604 -1.816752 0.1115 -0.2045 0.2465 -0.08
C 5.403870 0.212383 -0.483750 -0.0042 -0.0773 -0.2399 -0.08
H 5.440457 1.004409 -2.463876 -0.1753 -0.4188 0.2677 0.06
H 5.354334 -0.858285 -2.321894 0.2257 0.5220 0.2599 0.06
H 5.373291 1.186529 0.025815 0.2656 -0.4578 -0.2073 0.05
H 5.489868 -0.676420 0.156457 -0.2281 0.4351 -0.3146 0.06
C 2.831849 2.186797 -1.343703 -0.0067 0.2527 -0.4122 -0.09
C 2.490503 2.165110 0.092470 -0.1703 -0.2292 1.0668 -0.62
N 1.725354 1.275865 0.723246 0.4761 0.9276 0.1883 -0.07
C 1.615458 1.567400 2.098693 1.2467 1.5518 -1.1243 -0.32
C 2.346107 2.682807 2.452887 -0.8197 -0.8178 -0.4445 -0.28
S 3.126466 3.431876 1.097824 -0.7928 -1.4871 0.6019 1.16
C 0.662700 0.879929 2.944983 -1.7394 -0.4878 1.5274 -0.32
C 0.363672 1.198726 4.252807 0.0964 0.0071 -0.8439 -0.29
S -1.012524 0.320080 4.835637 1.0748 0.1028 -0.9351 1.16
C -1.111477 -0.484671 3.307141 0.5104 0.5264 0.1294 -0.61
N -0.219559 -0.079357 2.427115 0.5309 0.3867 0.6777 -0.10
C -2.097933 -1.570154 3.067042 -0.1030 0.0199 0.0871 -0.07
H 2.484197 3.152864 -1.734290 0.0469 -0.3121 -0.2798 0.10
H 3.914360 2.152305 -1.494598 -0.2807 -0.0045 0.1055 0.06
H 2.401787 1.337919 -1.883338 0.0422 0.2257 0.0811 0.08
H 2.291493 3.087202 3.442665 0.4246 0.4327 0.1356 0.08
H 0.875793 1.982142 4.793248 -0.2505 -0.2400 0.3676 0.09
H -2.409829 -1.959577 4.034413 -0.1536 -0.1620 -0.1051 0.09
H -2.991204 -1.183276 2.555747 0.2388 -0.1851 0.0500 0.09
H -1.620589 -2.378490 2.499624 -0.2239 0.2094 0.0914 0.07
```
Positions in Å, forces in eV/Å.

For the HOMO-LUMO gap, the calculation gives 6.9 eV. The HOMO energy is -13.3 eV. The total charge is +2. The spin multiplicity is 1. The LUMO energy is -6.32 eV.

Energy list, top to bottom, in Eh: -3457.56764, -1498.11153, -1414.05278, -2596.62156